The following is a quantum chemistry calculation of a 2-piece molecular cluster, C3H10OS2 overall at a distorted geometry, from the OMol25 dataset.

XYZ file:
```
16
C3H10OS2 (the ωB97M-V functional and the def2-TZVPD basis)
C 0.368 -1.556 0.682
C 0.964 -2.935 0.234
C -0.472 -0.895 -0.296
S -0.620 0.898 0.048
S -2.098 1.466 1.123
H 1.255 -1.059 1.206
H -0.324 -1.864 1.458
H 0.864 -2.797 -0.867
H 2.108 -3.026 0.244
H 0.442 -3.759 0.679
H -1.558 -1.484 -0.155
H -0.307 -0.910 -1.421
H -1.659 1.337 2.371
H 0.654 5.558 -2.430
H -0.199 5.223 -1.389
O 0.582 5.803 -1.486
```

Output
- Highest occupied orbital energy (spin up / spin down): 0.73 / -5.51 eV
- Multiplicity: 2
- Gap between HOMO and LUMO (spin up / spin down): 0.06889 / 0.31159 Ha
- Energy relative to the best compared isomer or geometry (same formula, charge and spin): 3.157 eV
- E_tot: -991.81188 a.u.
- Charge: -1


The following is a quantum chemistry calculation of a 2-piece molecular cluster, C7H5NO6 overall at a distorted geometry, from the OMol25 dataset.

XYZ file:
```
19
C7H5NO6 (the ωB97M-V functional and the def2-TZVPD basis)
C 4.255 0.356 -0.230
C -4.704 -0.253 0.101
C 1.762 0.402 0.712
C -1.381 -0.876 0.179
C 2.680 0.506 -0.514
C -2.265 0.035 -0.090
C 1.830 -0.631 -0.324
N -3.324 0.664 -0.278
O 4.961 0.474 -1.232
O -5.495 0.414 0.707
O -3.525 1.870 -0.655
O 4.564 0.162 0.944
O -4.595 -1.376 -0.316
O 1.464 -1.720 -0.695
H 2.308 0.240 1.636
H 0.870 1.009 0.797
H -0.977 -1.525 -0.581
H -0.924 -0.958 1.154
H 2.497 1.206 -1.315
```

Output
- Highest occupied orbital energy (spin up / spin down): 0.37 / -2.11 eV
- Multiplicity: 3
- Gap between HOMO and LUMO (spin up / spin down): 0.20096 / 0.21838 Ha
- E_tot: -775.72433 a.u.
- Charge: -2